Version 1
Density functional theory data (ωB97M-V/def2-TZVPD) for one molecule with the formula C20H28N4O.

Structure (XYZ):
```
53
Properties=species:S:1:pos:R:3:mulliken_charge:R:1
C -9.60119 -0.61218 0.09212 -1.289
C -8.15128 -1.06864 0.00551 -0.286
C -7.18538 0.11251 0.00783 -0.748
C -5.73510 -0.35186 -0.06887 0.516
O -5.41376 -1.51386 -0.15222 -0.651
N -4.86438 0.69825 -0.03185 -0.093
C -3.46095 0.69248 -0.05003 0.843
C -2.72426 -0.47710 -0.14458 -0.464
C -1.34004 -0.36501 -0.13889 0.410
N -0.37995 -1.34347 -0.20175 -0.870
C 0.75819 -0.71349 -0.14882 0.284
N 0.62877 0.64407 -0.07188 0.168
C -0.71659 0.90517 -0.04509 0.330
C -1.45689 2.07116 0.04126 -1.450
C -2.82966 1.94479 0.03866 -0.645
H -3.44089 2.83435 0.10747 0.321
H -0.98801 3.04184 0.10833 0.388
C 1.77430 1.47419 0.15061 -0.554
C 2.69207 0.68464 1.10319 -0.849
N 3.10608 -0.59825 0.58443 0.184
C 2.11632 -1.30607 -0.22254 -0.415
H 2.40770 -1.30508 -1.28595 0.281
H 2.06285 -2.35128 0.10169 0.291
C 4.46545 -0.72506 0.08492 -0.427
C 4.85923 0.26730 -1.02069 -0.332
C 6.26469 -0.04352 -1.52816 -0.907
C 7.27349 0.01288 -0.38503 -0.618
C 6.87873 -0.95783 0.72408 -0.721
C 5.47531 -0.64273 1.23376 -0.852
H 5.47297 0.35751 1.67042 0.221
H 5.18303 -1.34825 2.01233 0.372
H 7.59329 -0.89321 1.54703 0.361
H 6.90465 -1.97925 0.33822 0.354
H 8.26977 -0.23261 -0.75792 0.330
H 7.30852 1.02806 0.01767 0.329
H 6.54335 0.67061 -2.30641 0.352
H 6.27623 -1.04194 -1.97163 0.365
H 4.14779 0.20560 -1.84843 0.403
H 4.83701 1.28675 -0.62846 0.233
H 4.53033 -1.73808 -0.32944 0.392
H 3.57090 1.27742 1.35110 0.397
H 2.12632 0.51202 2.02966 0.361
H 1.46590 2.42051 0.60115 0.453
H 2.28585 1.68135 -0.79702 0.160
H -3.20246 -1.43758 -0.21400 0.612
H -5.27229 1.62029 0.03847 0.193
H -7.31815 0.70101 0.92009 0.316
H -7.39007 0.76420 -0.84637 0.308
H -7.91393 -1.71878 0.84880 0.316
H -7.99582 -1.64910 -0.90487 0.314
H -9.77257 -0.04789 1.00691 0.322
H -9.85593 0.02260 -0.75444 0.323
H -10.26952 -1.46943 0.08960 0.368
```

Values from the calculation:
gap between HOMO and LUMO = 8.51 eV
HOMO energy = -7.8 eV
E_LUMO = 0.02636 Ha
SMILES = CCCC(=O)Nc1ccc2c(c1)nc1n2CCN(C2CCCCC2)C1
charge = 0



Version 2
Density functional theory data (ωB97M-V/def2-TZVPD) for one molecule with the formula C20H28N4O.

Structure (XYZ):
```
53
Properties=species:S:1:pos:R:3:mulliken_charge:R:1
C 0.62587 3.20820 3.46490 -0.970
H -0.28716 3.21801 4.05517 0.358
H 1.31529 3.94023 3.87865 0.337
H 0.38863 3.50317 2.44619 0.237
C 1.25935 1.81479 3.49697 -0.799
N 2.49460 1.74483 2.75095 0.240
C 2.57195 1.68175 1.38253 0.619
O 3.64105 1.67279 0.79604 -0.744
N 1.38700 1.63980 0.71542 0.110
H 0.49708 1.61323 1.18038 0.334
C 1.32047 1.52821 -0.72235 -0.393
C 1.11256 0.08100 -1.17028 -1.785
H 1.90111 -0.53550 -0.73867 0.460
C -0.25791 -0.43252 -0.72928 1.925
C -0.51870 -1.82686 -1.24409 -0.170
C 0.39572 -2.81319 -1.55008 -0.527
C -0.03240 -4.06960 -2.00124 -0.857
C -1.36293 -4.39887 -2.16983 -0.965
C -2.29790 -3.41497 -1.86791 -1.337
N -3.66251 -3.35174 -1.90860 0.016
C -4.07421 -2.10018 -1.50035 -0.855
C -2.98792 -1.34268 -1.18303 0.344
C -1.85641 -2.16192 -1.41216 1.228
C -2.77459 0.05482 -0.71266 -0.793
H -3.55705 0.70019 -1.11249 0.556
H -2.81820 0.09969 0.38035 0.291
C -1.38429 0.53902 -1.17611 -0.070
N -1.08728 1.87278 -0.64557 0.159
C -2.15645 2.83492 -0.83221 -1.176
H -3.00518 2.57975 -0.20166 0.346
H -1.79782 3.81607 -0.52300 0.359
H -2.49236 2.90602 -1.87787 0.399
C 0.15348 2.37692 -1.21475 -1.452
H 0.29377 3.40766 -0.87995 0.591
H 0.13137 2.37318 -2.31868 0.412
H -1.39087 0.56170 -2.28485 0.169
H -5.11993 -1.85990 -1.47035 0.456
H -4.27798 -4.09306 -2.19545 0.175
H -1.65617 -5.37705 -2.52119 0.391
H 0.71894 -4.81223 -2.22797 0.392
H 1.45581 -2.64107 -1.44730 0.392
H -0.27988 -0.46947 0.36780 -0.041
H 1.18974 0.02675 -2.25825 0.338
H 2.27094 1.90354 -1.11529 0.630
C 3.73437 1.86330 3.49252 -0.730
C 4.15363 0.53875 4.12611 -1.110
H 5.08989 0.66478 4.66320 0.389
H 3.39896 0.18009 4.82351 0.306
H 4.29332 -0.20903 3.35022 0.286
H 4.49975 2.18143 2.78183 0.395
H 3.61984 2.63417 4.26149 0.354
H 1.48758 1.55047 4.53238 0.379
H 0.54936 1.06748 3.12539 0.400
```

Values from the calculation:
gap between HOMO and LUMO = 8.51 eV
HOMO energy = -7.7 eV
E_LUMO = 0.02802 Ha
SMILES = CCN(CC)C(=O)N[C@H]1C[C@@H]2c3cccc4[nH]cc(c34)C[C@H]2N(C)C1
charge = 0



Most stable: version 2 (next structure +0.0083 hartree)



Version 1
Density functional theory data (ωB97M-V/def2-TZVPD) for one molecule with the formula C5H12N2S.

Structure (XYZ):
```
20
Properties=species:S:1:pos:R:3:mulliken_charge:R:1
C 1.15542 -1.24670 -1.25413 -1.386
C 0.22188 -1.13972 -0.03787 0.025
C -0.82668 -0.00050 -0.04385 1.077
C -0.46966 1.30913 -0.62935 -1.041
C -1.72942 -0.04797 1.10537 -1.359
H 1.75252 -0.29595 -1.32310 0.208
H 0.56313 -1.37959 -2.15028 0.337
H 1.77019 -2.15808 -1.11764 0.389
H -0.45783 -1.99986 -0.01695 0.501
H 1.35863 -0.10409 1.47380 0.335
H 0.45271 -1.29160 2.06880 0.316
H -1.32818 2.04419 -0.49174 0.466
H -0.30664 1.27797 -1.65564 0.319
H 1.57851 1.73317 -0.24867 0.185
H 0.68088 2.91568 0.16091 0.235
H -1.96540 0.90203 1.52112 0.359
H -1.66899 -0.92397 1.66380 0.467
N 1.04052 -1.04194 1.24572 -0.730
N 0.69121 1.91705 0.15189 -0.544
S -2.51281 -0.46927 -0.42219 -0.160
```

Values from the calculation:
gap between HOMO and LUMO = 9.44 eV
HOMO energy = -8.6 eV
E_LUMO = 0.03191 Ha
SMILES = C[C@@H](N)[C@]1(CN)CS1
charge = 0



Version 2
Density functional theory data (ωB97M-V/def2-TZVPD) for a 2-piece molecular cluster, C5H12N2S overall.

Structure (XYZ):
```
20
Properties=species:S:1:pos:R:3:mulliken_charge:R:1
C -3.31010 -0.64572 0.05197 -0.584
C -1.12990 -0.60494 -0.27327 0.036
C 1.50703 -0.80450 -0.04000 0.354
C 1.71903 -0.52329 1.57008 -1.306
C 2.45549 -0.57441 -1.10990 -0.957
H -3.63196 -0.58027 1.17223 0.213
H -3.15512 -1.75597 -0.45153 0.280
H -3.99681 0.01204 -0.48850 0.211
H -1.09158 -1.69738 -0.72950 0.115
H 0.88527 1.42083 1.63297 0.150
H 1.12653 -1.82130 0.04851 0.304
H 0.55923 -0.28850 2.13189 0.299
H 2.16358 -1.56569 1.89996 0.343
H 2.52274 0.33187 1.55996 0.344
H 2.77788 0.55799 -1.32124 0.239
H 3.43990 -1.05810 -0.47990 0.273
H 2.18227 -1.09219 -2.26124 0.252
N -2.09562 0.06993 0.00645 -0.274
N 0.15910 -0.11363 -0.31852 -0.126
S 0.14528 1.67249 -0.10765 -0.166
```

Values from the calculation:
gap between HOMO and LUMO = 8.24 eV
HOMO energy = -8.1 eV
E_LUMO = 0.00421 Ha
charge = 0



Version 3
Density functional theory data (ωB97M-V/def2-TZVPD) for a 2-piece molecular cluster, C5H12N2S overall.

Structure (XYZ):
```
20
Properties=species:S:1:pos:R:3:mulliken_charge:R:1
C 2.64938 0.04600 -0.02688 0.077
C 2.93407 -1.31449 0.56593 -1.012
C -2.86391 -0.16153 1.28622 -1.068
C -2.12745 0.87199 -0.81637 -0.813
C -2.00278 -0.30681 0.03249 0.674
N 1.64140 0.22607 -0.85040 0.505
N 1.09628 1.19872 -1.40864 -1.213
S -1.32739 -1.71826 -0.32304 -0.352
H 3.37470 0.87383 0.18763 0.351
H 3.66275 -1.80061 -0.07844 0.266
H 2.01480 -1.81483 0.83893 0.294
H 3.49319 -1.02266 1.41669 0.311
H -3.30538 -1.08784 1.62726 0.365
H -2.07287 0.36438 2.01568 0.232
H -3.70171 0.62140 1.14590 0.285
H -1.03214 1.27596 -1.05196 0.113
H -2.73883 1.69624 -0.43932 0.308
H -2.27663 0.70149 -1.90949 0.295
H 1.52719 2.04479 -1.18666 0.174
H 1.05529 -0.69383 -1.02553 0.207
```

Values from the calculation:
gap between HOMO and LUMO = 7.55 eV
HOMO energy = -7.5 eV
E_LUMO = 0.00346 Ha
charge = 0



Most stable: version 1 (next structure +0.1056 hartree)



Version 1
Density functional theory data (ωB97M-V/def2-TZVPD) for a 2-piece molecular cluster, C8H12Si overall.

Structure (XYZ):
```
21
Properties=species:S:1:pos:R:3:mulliken_charge:R:1
C -3.18592 -0.29642 -1.58053 -0.036
C 0.33249 -2.93473 1.53091 0.529
C -2.15509 -0.35830 -0.90027 -0.360
C -0.10506 -2.03261 0.88414 -0.858
C 0.18108 1.67121 -1.23982 -1.458
C 1.86141 -0.10013 -2.08070 -1.426
C -0.65302 0.64771 3.87106 -0.828
C 1.00225 0.39707 -0.85728 0.407
Si -0.46502 -0.81169 -0.44038 -0.347
H -4.21183 -0.14836 -1.75250 0.386
H 0.87359 -3.67106 2.03320 0.431
H 0.87549 2.60912 -1.08252 0.294
H -0.19729 1.68565 -2.36821 0.279
H -0.59292 1.81501 -0.60606 0.564
H 1.91789 -1.14110 -2.33809 0.389
H 2.79058 0.22218 -1.91580 0.454
H 1.48113 0.33266 -3.03783 0.316
H -0.79614 1.03179 4.86809 0.328
H 0.34484 1.04499 3.61910 0.233
H -0.91957 -0.27399 3.39829 0.268
H 1.62112 0.31102 -0.00479 0.437
```

Values from the calculation:
gap between HOMO and LUMO (alpha / beta) = 8.54 / 6.67 eV
HOMO energy (alpha / beta) = -9.0 / -6.6 eV
E_LUMO (alpha / beta) = -0.01767 / 0.00388 Ha
charge = 0



Version 2
Density functional theory data (ωB97M-V/def2-TZVPD) for one molecule with the formula C8H12Si.

Structure (XYZ):
```
21
Properties=species:S:1:pos:R:3:mulliken_charge:R:1
C 0.17768 -2.47555 -1.09570 -0.294
C 0.27968 -1.55140 -2.15951 -0.774
C -0.47301 -1.90063 -0.05354 -1.036
C -0.24242 -0.34320 -1.71525 -0.938
C -1.69765 0.44739 0.32625 -1.142
C -0.72146 -0.51431 -0.34845 1.697
C 0.85029 0.05570 2.20747 -1.048
C 0.75542 2.68463 -0.02295 -1.041
Si 0.02418 1.06301 0.87012 0.320
H 0.44448 -3.50895 -0.99470 0.445
H 0.95243 -1.76101 -2.94742 0.387
H -0.83817 -2.60039 0.68361 0.340
H -0.39775 0.53389 -2.30196 0.430
H -2.29545 1.11669 -0.22284 0.341
H -2.30417 0.08359 1.14279 0.302
H 1.69927 -0.41174 1.72010 0.326
H 1.21621 0.65402 3.00124 0.389
H 0.12276 -0.56673 2.74170 0.303
H 0.96057 3.51200 0.69375 0.326
H 1.52392 2.38900 -0.79097 0.362
H -0.03681 3.09397 -0.73376 0.304
```

Values from the calculation:
gap between HOMO and LUMO = 7.87 eV
HOMO energy = -7.5 eV
E_LUMO = 0.01342 Ha
SMILES = C[Si]1(C)CC12C=CC=C2
charge = 0



Most stable: version 2 (next structure +0.2189 hartree)